14
Properties=species:S:1:pos:R:3:forces:R:3 method="wB97M-V/def2-TZVPD" relative_energy_kcal_mol=59.8 energy_ha=-1025.4443 charge=0 fmax_ev_per_a=2.928
C 0.5320 -0.0988 0.1537 -2.5 1.5 0.3
C 1.5634 0.9486 0.0973 1.2 2.0 -1.2
C -1.2627 -0.0630 2.0373 1.4 0.2 -1.0
C -1.3213 -0.9397 -1.0351 1.0 -0.2 -1.5
N -0.2920 0.2252 1.3999 0.3 -1.0 -0.7
O -0.2778 0.0250 -0.9845 -0.1 0.1 0.5
P 2.5774 1.0505 -1.2997 -0.2 0.5 2.3
S -2.4882 -0.3365 2.9532 -0.9 -0.2 0.6
H 0.8396 -1.1000 0.1015 0.8 -1.6 1.0
H 1.2748 1.7374 0.8555 1.3 -0.8 -0.9
H -0.9968 -1.9623 -0.9156 0.7 -0.5 0.6
H -1.5001 -0.9397 -2.1125 -1.3 0.3 0.3
H -2.0931 -0.7704 -0.3071 -0.7 0.4 -0.2
H 3.4449 2.2236 -0.9436 -1.2 -0.9 -0.1



16
Properties=species:S:1:pos:R:3:forces:R:3 method="wB97M-V/def2-TZVPD" relative_energy_kcal_mol=147.5 energy_ha=-424.9701 charge=0 fmax_ev_per_a=7.138
C -1.2482 1.3887 0.0608 4.1 2.7 5.2
C 0.0335 0.8456 -0.5060 -3.7 0.4 -0.8
C 0.5446 -0.1167 0.3803 2.0 -4.1 1.0
C 1.9544 -0.4759 0.5706 3.5 1.1 0.4
C -1.2891 -1.4865 -0.6622 3.4 -1.4 4.0
H -1.8465 1.4618 -0.7186 -3.5 0.9 -3.1
H -1.7113 0.9457 1.0671 1.3 0.6 -2.6
H -0.6768 2.3802 0.3279 -2.5 -0.7 0.0
H 0.4531 1.4185 -1.3402 0.6 -0.1 0.8
H 0.0366 -0.5221 1.2274 -0.7 1.0 1.2
H 2.2336 0.7733 0.9163 0.8 -4.1 -0.7
H 2.2197 -1.4015 1.4566 -0.7 3.1 -3.1
H -1.9565 -1.5158 -1.5669 0.4 0.0 1.1
N -0.1365 -0.5439 -0.7615 -2.3 -4.2 -2.2
O -1.2446 -2.3140 0.3359 -1.0 3.6 -4.8
F 2.6340 -0.8376 -0.7876 -1.5 1.1 3.7



What is the charge in the first record?
0